Record 1
Density functional theory data (ωB97M-V/def2-TZVPD) for a molecular structure, C34H63AsCoF6N2O3SbSi3 at a distorted geometry.

```
! RIJCOSX wB97M-V def2-TZVPD def2/J DEFGRID3
* xyz -1 2
Sb -1.55 3.19 0.79
As 1.13 -2.52 -1.14
Co 0.43 -0.15 -0.41
Si 3.44 -2.88 -0.88
Si 0.32 -4.20 0.31
Si 0.58 -3.48 -3.22
F 4.69 2.90 -1.19
F 4.20 1.19 -3.21
F 2.23 0.34 -3.32
F 3.97 2.08 0.68
F 4.97 0.80 -0.72
F 2.49 2.47 -3.50
O 0.76 -0.68 1.45
O 2.29 0.34 -0.71
O -0.26 0.62 -2.04
N -1.54 -0.68 1.56
N -1.39 -0.42 0.19
C -4.16 2.95 -0.74
C -1.62 6.30 1.79
C 2.72 1.50 -1.26
C -0.87 5.26 0.96
C 1.23 -4.05 1.94
C -1.27 -3.75 -3.21
C -1.28 -1.72 5.64
C -1.34 0.27 -2.60
C -3.73 3.28 0.69
C 1.42 -5.10 -3.67
C -2.45 -0.56 -0.55
C -1.39 -1.44 4.29
C -2.16 3.37 3.92
C 4.10 1.81 -0.63
C 0.49 -5.98 -0.29
C -0.35 -0.79 2.08
C 1.00 -2.27 -4.58
C -1.44 0.57 -4.08
C -4.42 4.56 1.16
C -2.42 -0.30 -1.95
C -1.51 -3.96 0.58
C 1.08 -1.29 5.54
C 2.91 1.38 -2.83
C 4.38 -2.20 -2.35
C 3.96 -2.07 0.72
C 0.97 -1.01 4.18
C -0.27 -1.08 3.55
C 0.10 2.49 3.22
C -3.76 -0.98 0.07
C -1.39 2.58 2.87
C -0.65 5.79 -0.46
C 3.87 -4.70 -0.78
C 1.82 2.72 -0.97
C -0.04 -1.65 6.27
H -1.66 -3.79 -4.23
H -2.16 -1.99 6.21
H 0.11 5.10 1.42
H 4.00 -2.80 1.53
H -4.03 2.46 1.34
H -1.60 6.01 -0.94
H 4.94 -4.79 -0.60
H 5.33 -2.73 -2.45
H 1.70 2.78 0.11
H 3.83 -2.30 -3.28
H 3.64 -5.24 -1.71
H 2.49 -4.96 -3.80
H -1.85 5.97 2.80
H 0.66 1.89 2.50
H -1.01 7.21 1.88
H -0.50 0.99 -4.43
H -3.74 2.01 -1.09
H -1.80 1.57 2.83
H 2.08 -2.22 -4.76
H 0.33 -6.64 0.56
H 0.60 -4.45 2.75
H 0.85 2.55 -1.43
H 1.00 -5.44 -4.62
H -0.06 6.71 -0.45
H 2.05 -1.22 6.02
H -5.25 2.89 -0.82
H -4.22 5.38 0.46
H -0.26 -6.21 -1.04
H -1.73 4.37 4.06
H 0.67 -1.27 -4.34
H -4.10 4.88 2.15
H 1.47 -6.20 -0.71
H -2.05 -3.98 -0.37
H 0.23 2.03 4.20
H 0.55 3.49 3.26
H -3.32 -0.50 -2.52
H -3.83 3.74 -1.43
H -4.57 -0.83 -0.63
H -0.12 5.07 -1.09
H -5.51 4.42 1.18
H 1.26 -5.87 -2.92
H -1.78 -2.93 -2.68
H -1.88 -4.77 1.22
H -2.55 6.60 1.31
H -3.94 -0.43 0.99
H 4.94 -1.61 0.61
H -1.72 -3.01 1.07
H -2.35 -1.49 3.78
H 4.59 -1.14 -2.21
H 3.25 -1.28 0.98
H 1.44 -3.01 2.16
H -2.09 2.86 4.89
H -3.71 -2.04 0.34
H 2.25 3.65 -1.35
H -2.25 1.28 -4.28
H -1.66 -0.34 -4.64
H 0.05 -1.88 7.32
H 3.35 -5.21 0.04
H -1.53 -4.69 -2.71
H 0.51 -2.59 -5.51
H -3.21 3.48 3.68
H 2.17 -4.60 1.93
H 1.83 -0.73 3.59
*
```

**Kohn-Sham gap (spin up / spin down)**: 6.9 / 7.1 eV
**Energy above the lowest of the compared OMol25 structures with the same formula, charge and spin**: 0.0703 eV
**Expectation value of S²**: 0.756

---

Record 2
Density functional theory data (ωB97M-V/def2-TZVPD) for a molecular structure, C34H57BrNO5PSi2Ta.

```
! RIJCOSX wB97M-V def2-TZVPD def2/J DEFGRID3
* xyz 1 1
Ta 0.09 0.26 0.65
Br -1.85 -1.20 -1.20
P 2.16 -0.51 2.44
Si 1.59 3.23 1.13
Si -1.29 2.76 2.53
O 1.19 -1.38 0.06
O -1.43 3.11 -2.01
O 2.54 -2.51 -1.33
O -1.16 -0.74 1.63
O -0.94 1.75 -0.28
N 0.75 0.45 -1.51
C 1.54 0.71 -4.10
C 4.53 -0.56 0.84
C 0.24 1.43 -2.25
C -4.55 -3.17 1.20
C -5.80 -4.03 0.99
C 0.62 1.60 -3.57
C -6.83 -3.23 0.18
C 0.37 1.98 1.92
C 2.01 -0.11 4.25
C 2.42 -2.32 2.46
C 2.67 3.95 2.47
C 0.92 4.69 0.17
C -2.75 -1.90 0.31
C -2.57 -1.84 4.17
C -1.00 3.01 4.36
C -2.82 1.71 2.27
C 2.02 -0.35 -3.33
C -5.41 -5.29 0.21
C -3.86 -2.68 0.10
C 1.85 -1.57 -1.07
C -2.25 -1.58 1.57
C -2.31 -3.21 4.81
C 2.73 2.39 -0.14
C -1.77 4.41 1.78
C -2.92 -2.06 2.69
C -6.44 -4.45 2.31
C -1.32 -1.00 4.40
C 2.66 1.17 4.78
C -0.81 2.21 -1.52
C 1.58 -0.44 -2.03
C 3.86 0.07 2.07
C -3.74 -1.14 4.88
C -4.06 -2.85 2.45
C 1.22 -3.16 2.90
H 3.28 -2.50 3.11
H -0.46 -1.46 3.92
H 4.45 -0.18 2.96
H -1.49 -3.73 4.31
H -3.95 -0.17 4.44
H -4.98 -5.05 -0.76
H 0.35 -2.95 2.28
H 3.98 -0.37 -0.08
H -6.75 -3.58 2.90
H -4.68 -5.88 0.77
H 2.69 -1.09 -3.72
H 2.71 -2.61 1.45
H -3.48 -0.99 5.93
H -1.89 3.43 4.84
H -7.33 -5.04 2.11
H 0.95 -0.10 4.50
H 0.96 -2.97 3.94
H 4.64 -1.63 0.94
H -7.11 -2.31 0.71
H 5.52 -0.13 0.71
H 1.45 -4.22 2.80
H 3.28 4.74 2.02
H 0.11 4.47 -0.52
H 2.44 -0.98 4.75
H -3.67 2.29 2.63
H 0.19 2.41 -4.15
H -4.18 -2.88 -0.91
H -5.77 -5.06 2.92
H -2.83 0.76 2.79
H 3.73 2.81 -0.02
H -1.13 -0.96 5.47
H -3.00 1.51 1.21
H 3.71 1.24 4.51
H -7.73 -3.83 0.02
H 2.08 4.40 3.27
H -2.76 4.64 2.19
H -6.45 -2.94 -0.80
H -0.18 3.71 4.53
H -4.59 -3.22 3.32
H -1.41 0.02 4.04
H 3.85 1.16 1.99
H 1.87 0.82 -5.13
H -4.66 -1.73 4.86
H 2.15 2.06 4.43
H 2.60 1.17 5.86
H -0.75 2.08 4.88
H 3.35 3.23 2.93
H -1.86 4.37 0.70
H -6.29 -5.91 0.04
H 2.41 2.61 -1.16
H -2.06 -3.09 5.86
H 0.58 5.49 0.83
H -1.10 5.22 2.06
H 1.76 5.07 -0.41
H 0.87 1.74 2.86
H -3.19 -3.86 4.75
H 2.84 1.30 -0.05
*
```

**Kohn-Sham gap**: 7.6 eV
**Energy above the lowest of the compared OMol25 structures with the same formula, charge and spin**: 0.3896 eV

---

Record 3
Density functional theory data (ωB97M-V/def2-TZVPD) for 2 unconnected molecules or ions with the total composition C4H11ClN2 at a distorted geometry.

```
! RIJCOSX wB97M-V def2-TZVPD def2/J DEFGRID3
* xyz 0 3
Cl 1.09 -1.85 -2.43
N 1.19 0.21 -0.29
N 1.83 -0.86 -0.38
C -1.19 0.59 -0.97
C -0.16 0.31 0.19
C -0.58 -0.99 0.91
C -0.07 1.57 0.99
H 0.10 -1.37 1.67
H -0.91 -0.19 -1.80
H -1.40 -0.65 1.43
H 1.43 -1.78 -0.35
H -0.93 2.13 1.07
H -1.12 1.55 -1.31
H 0.27 1.41 2.07
H 0.73 2.12 0.60
H -0.77 -1.77 0.17
H -2.19 0.19 -0.72
H 2.70 -0.61 -0.83
*
```

**Kohn-Sham gap (spin up / spin down)**: 8.0 / 6.3 eV
**Energy above the lowest of the compared OMol25 structures with the same formula, charge and spin**: 0.1332 eV
**Expectation value of S²**: 2.007

---

Record 4
Density functional theory data (ωB97M-V/def2-TZVPD) for C3HNO2S in the gas phase at a distorted geometry.

```
! RIJCOSX wB97M-V def2-TZVPD def2/J DEFGRID3
* xyz 0 1
S -2.65 0.07 -0.06
O -0.22 2.20 0.14
O -0.31 -1.17 0.21
N 1.29 0.46 -0.14
C -1.04 -0.06 0.00
C 1.11 -0.77 -0.07
C 0.04 1.05 -0.07
H 1.78 -1.77 -0.01
*
```

**Kohn-Sham gap**: 7.8 eV
**Energy above the lowest of the compared OMol25 structures with the same formula, charge and spin**: 0.8477 eV
**Structure (SMILES)**: O=C1N=COC1=S

---

Record 5
Density functional theory data (ωB97M-V/def2-TZVPD) for C4H6ClNO2 in the gas phase at a distorted geometry.

```
! RIJCOSX wB97M-V def2-TZVPD def2/J DEFGRID3
* xyz 0 1
Cl 0.66 1.49 -2.30
O -0.32 2.13 2.11
O -0.92 -2.55 -0.52
N -0.37 0.65 1.70
C -0.14 -1.94 0.11
C 0.58 -0.62 -0.31
C -0.10 0.02 -1.63
C 0.48 0.43 0.75
H -1.27 0.26 -1.52
H -1.17 2.46 2.83
H 1.74 -0.59 -0.53
H -0.22 -0.79 -2.35
H -0.12 -2.23 1.27
H 1.17 1.28 0.38
*
```

**Kohn-Sham gap**: 10.7 eV
**Energy above the lowest of the compared OMol25 structures with the same formula, charge and spin**: 5.1651 eV
**Structure (SMILES)**: O=C[C@H](/C=N/O)CCl

---

Record 6
Density functional theory data (ωB97M-V/def2-TZVPD) for 2 unconnected molecules or ions with the total composition Cl2HNS at a distorted geometry.

```
! RIJCOSX wB97M-V def2-TZVPD def2/J DEFGRID3
* xyz 0 1
Cl -0.05 1.68 0.72
Cl 1.05 -0.92 1.50
S 0.13 -0.53 -1.23
N 0.73 0.15 0.10
H -1.85 -0.39 -1.09
*
```

**Kohn-Sham gap**: 8.1 eV
**Energy above the lowest of the compared OMol25 structures with the same formula, charge and spin**: 3.6274 eV

---

Record 7
Density functional theory data (ωB97M-V/def2-TZVPD) for C27H29N3O4S in the gas phase.

```
! RIJCOSX wB97M-V def2-TZVPD def2/J DEFGRID3
* xyz 0 1
S 5.46 2.23 1.93
O 0.03 -0.58 -1.01
O 2.33 -5.00 1.69
O -1.51 2.43 0.02
O 1.23 -2.45 -1.56
N -4.29 1.94 0.27
N -2.05 0.89 -1.55
N -5.45 0.65 -1.13
C -4.37 1.36 -0.96
C 4.80 2.85 0.44
C -7.37 0.22 0.42
C -7.10 1.31 2.57
C -6.14 0.76 0.04
C 2.88 -4.17 0.70
C 5.33 3.89 -0.32
C 2.34 -0.81 -0.25
C -7.83 0.51 1.69
C -5.42 1.58 0.95
C 2.11 0.22 0.88
C 3.48 -1.78 0.07
C 1.01 -1.51 -0.56
C 3.28 1.14 1.01
C -3.28 1.54 -1.97
C -0.75 -3.87 -1.01
C 4.67 4.25 -1.47
C 0.85 0.97 0.61
C -1.27 1.39 -0.58
C -5.89 1.86 2.22
C -0.06 0.58 -0.29
C 0.08 -3.13 -2.06
C 3.63 2.17 0.07
C 3.50 3.60 -1.85
C 4.17 1.08 2.03
C 2.97 2.57 -1.10
C 3.22 -2.76 1.22
H 3.71 -2.35 -0.83
H 4.15 0.41 2.87
H 0.62 -1.99 0.36
H -3.07 2.61 -2.08
H -1.82 -0.02 -1.92
H -5.32 2.48 2.90
H -0.12 -4.51 -0.40
H -1.27 -3.17 -0.36
H 2.38 -2.42 1.84
H 3.78 -4.62 0.27
H -3.60 1.12 -2.92
H 6.23 4.39 0.00
H 2.98 -5.10 2.40
H -3.49 2.49 0.58
H 4.36 -1.17 0.31
H -7.93 -0.40 -0.26
H 2.13 -4.10 -0.08
H 2.99 3.91 -2.76
H 0.67 1.90 1.14
H 5.06 5.05 -2.08
H -8.78 0.10 2.02
H -1.49 -4.48 -1.51
H 2.01 -0.32 1.83
H 2.62 -0.27 -1.16
H -0.56 -2.41 -2.60
H 4.10 -2.83 1.86
H -7.50 1.50 3.56
H 2.06 2.08 -1.40
H 0.50 -3.83 -2.77
*
```

**Kohn-Sham gap**: 8.9 eV
**Energy above the lowest of the compared OMol25 structures with the same formula, charge and spin**: 0.4679 eV
**Structure (SMILES)**: CCO[C@@H]1OC(C(=O)NCc2nc3ccccc3[nH]2)=C[C@H](c2csc3ccccc23)[C@H]1CCCO

---

Record 8
Density functional theory data (ωB97M-V/def2-TZVPD) for 3 unconnected molecules or ions with the total composition C13H40BBrN7O8P3 at a distorted geometry.

```
! RIJCOSX wB97M-V def2-TZVPD def2/J DEFGRID3
* xyz 0 1
Br -1.41 -0.33 -1.11
P -0.92 1.70 -1.92
P 5.11 3.36 1.26
P -2.78 -4.77 -0.39
O -4.34 2.79 -0.46
O -2.72 -3.28 -0.47
O -6.37 1.83 0.23
O -1.85 2.73 -0.97
O -5.64 1.47 -2.02
O 4.91 1.99 0.68
O -2.05 4.27 -2.61
O 0.58 2.03 -1.41
N 3.64 4.14 0.81
N -3.76 -5.15 -1.76
N -3.91 3.61 -1.52
N 6.50 3.82 0.39
N -2.08 -6.38 -0.27
N 5.48 4.49 2.55
N -3.54 -4.93 1.13
C -5.18 -5.42 -1.81
C -2.65 -7.53 -0.94
C -2.54 3.59 -1.76
C -0.62 -6.38 -0.43
C 2.44 3.65 1.47
C -4.65 -5.80 1.45
C 7.18 2.77 -0.37
C -3.15 -4.89 -3.05
C 5.55 3.85 3.87
C -3.63 -3.71 1.94
C 4.83 5.78 2.68
C 6.72 5.10 -0.27
C 3.39 5.01 -0.31
B -5.45 2.02 -0.79
H 7.78 5.22 -0.51
H -0.32 -6.18 -1.47
H 1.14 1.83 -2.16
H -6.37 1.85 -2.51
H 4.30 5.37 -0.77
H -4.24 4.56 -1.39
H 6.18 5.17 -1.22
H 2.35 4.06 2.49
H -2.48 -7.54 -2.02
H 6.00 4.51 4.61
H 7.24 1.85 0.20
H -3.81 -3.97 2.98
H -5.74 -4.59 -2.25
H -5.59 -5.62 -0.83
H 4.56 3.55 4.24
H 6.17 2.95 3.82
H -6.65 2.70 0.53
H -2.71 -3.14 1.90
H 4.84 6.35 1.75
H 2.84 5.91 0.02
H 6.67 2.55 -1.32
H -5.61 -5.41 1.08
H 8.20 3.07 -0.59
H -2.45 -5.69 -3.34
H -4.75 -5.90 2.54
H 6.48 5.95 0.37
H -0.19 -7.33 -0.13
H 1.54 3.93 0.92
H -4.45 -3.05 1.61
H -3.91 -4.82 -3.83
H 5.40 6.37 3.40
H 2.79 4.52 -1.09
H -4.50 -6.82 1.09
H -3.71 -7.64 -0.76
H -2.60 -3.94 -3.05
H -0.17 -5.60 0.20
H -5.37 -6.31 -2.41
H -2.17 -8.43 -0.52
H 2.45 2.56 1.55
H 3.79 5.72 3.02
*
```

**Kohn-Sham gap**: 8.2 eV
**Energy above the lowest of the compared OMol25 structures with the same formula, charge and spin**: 0.0000 eV
**Structure (SMILES)**: CN(C)P(=O)(N(C)C)N(C)C.CN(C)P(=O)(N(C)C)N(C)C.O=C(NOB(O)O)OP(O)Br

---

Record 9
Density functional theory data (ωB97M-V/def2-TZVPD) for C11H16N4O3 in the gas phase at a distorted geometry.

```
! RIJCOSX wB97M-V def2-TZVPD def2/J DEFGRID3
* xyz 0 1
O 2.04 2.45 -0.17
O 1.13 -1.21 2.23
O -0.76 -1.50 1.24
N -0.36 3.00 0.88
N 1.71 0.22 -0.29
N -3.72 -0.74 0.21
N -2.17 -0.55 -1.44
C -2.79 0.24 0.43
C -0.12 1.70 0.20
C 3.21 -1.55 -0.39
C 3.05 -0.07 -0.68
C -2.01 0.48 -0.59
C 0.48 -1.24 1.19
C -3.21 -1.33 -0.96
C 1.23 1.54 -0.21
C -1.10 1.55 -1.01
C 1.91 -1.97 -0.97
C 0.98 -1.04 -0.25
H -1.06 -1.42 2.11
H 3.15 -1.80 0.74
H -0.48 1.01 0.96
H -4.48 -1.16 0.81
H 0.09 -1.26 -0.89
H 3.38 0.09 -1.67
H -2.71 0.74 1.35
H -1.69 2.58 -1.10
H -0.69 1.05 -1.89
H 1.94 -1.40 -1.97
H 3.66 0.58 -0.02
H 1.50 -2.93 -0.97
H -3.53 -2.16 -1.58
H 4.14 -1.95 -0.89
H 0.40 3.74 0.97
H -0.87 2.95 1.67
*
```

**Kohn-Sham gap**: 9.0 eV
**Energy above the lowest of the compared OMol25 structures with the same formula, charge and spin**: 4.3945 eV
**Structure (SMILES)**: N[C@@H](Cc1c[nH]cn1)C(=O)N1CCC[C@H]1C(=O)O

---

Record 10
Density functional theory data (ωB97M-V/def2-TZVPD) for a molecular structure, C25H26BrCuN6O2PS.

```
! RIJCOSX wB97M-V def2-TZVPD def2/J DEFGRID3
* xyz 2 2
Br -4.55 -2.21 -3.92
Cu 1.51 -1.01 -0.02
S -0.21 -0.55 2.68
P -0.56 1.56 -0.45
O -0.23 -1.63 -0.77
O 1.51 -1.15 -1.99
N 2.45 -0.54 3.92
N -2.32 3.71 -0.70
N -3.30 1.52 -1.09
N 3.42 -0.79 0.45
N -1.81 2.52 -2.75
N 1.29 -0.82 1.92
C 0.15 -1.23 4.27
C 5.76 -0.76 0.04
C -2.95 1.69 -2.58
C 1.44 -1.09 4.77
C 2.39 -0.68 2.58
C -0.58 1.89 -2.28
C -0.78 -1.54 -5.53
C 6.00 -0.67 1.39
C -1.89 -1.95 -3.01
C 0.29 -1.51 -1.93
C -0.83 -1.85 5.04
C -2.69 -1.96 -4.13
C 0.03 -1.49 -4.41
C 4.44 -0.82 -0.40
C -2.15 -1.77 -5.40
C 0.76 -2.10 6.83
C -0.53 -1.68 -3.15
C -0.52 -2.26 6.33
C 3.65 -0.70 1.77
C 1.75 -1.53 6.04
C 4.93 -0.65 2.28
C -2.24 0.75 -0.36
C -2.04 3.83 -2.13
C -1.15 3.25 0.06
C -3.48 2.92 -0.48
H 1.00 -2.42 7.83
H -3.68 2.78 0.58
H -4.34 3.36 -0.98
H -2.89 4.30 -2.61
H -0.36 -1.40 -6.51
H -1.16 4.45 -2.27
H -4.18 1.01 -1.03
H -0.42 0.97 -2.84
H -2.79 -1.79 -6.27
H -0.34 3.97 -0.07
H -2.30 -2.15 -2.03
H 3.35 -0.41 4.35
H -2.78 0.69 -2.98
H 7.01 -0.63 1.77
H 6.56 -0.78 -0.68
H 4.18 -0.90 -1.45
H 0.27 2.54 -2.51
H -1.82 -1.98 4.64
H -2.54 0.66 0.68
H -3.83 2.13 -3.05
H -2.18 -0.25 -0.79
H -1.39 3.24 1.13
H 2.76 -1.42 6.42
H 5.12 -0.61 3.35
H 1.09 -1.29 -4.50
H -1.29 -2.72 6.94
*
```

**Kohn-Sham gap (spin up / spin down)**: 7.2 / 7.1 eV
**Energy above the lowest of the compared OMol25 structures with the same formula, charge and spin**: 0.0000 eV
**Expectation value of S²**: 0.753

---

Please write out number 9 again, unchanged.
Density functional theory data (ωB97M-V/def2-TZVPD) for C11H16N4O3 in the gas phase at a distorted geometry.

```
! RIJCOSX wB97M-V def2-TZVPD def2/J DEFGRID3
* xyz 0 1
O 2.04 2.45 -0.17
O 1.13 -1.21 2.23
O -0.76 -1.50 1.24
N -0.36 3.00 0.88
N 1.71 0.22 -0.29
N -3.72 -0.74 0.21
N -2.17 -0.55 -1.44
C -2.79 0.24 0.43
C -0.12 1.70 0.20
C 3.21 -1.55 -0.39
C 3.05 -0.07 -0.68
C -2.01 0.48 -0.59
C 0.48 -1.24 1.19
C -3.21 -1.33 -0.96
C 1.23 1.54 -0.21
C -1.10 1.55 -1.01
C 1.91 -1.97 -0.97
C 0.98 -1.04 -0.25
H -1.06 -1.42 2.11
H 3.15 -1.80 0.74
H -0.48 1.01 0.96
H -4.48 -1.16 0.81
H 0.09 -1.26 -0.89
H 3.38 0.09 -1.67
H -2.71 0.74 1.35
H -1.69 2.58 -1.10
H -0.69 1.05 -1.89
H 1.94 -1.40 -1.97
H 3.66 0.58 -0.02
H 1.50 -2.93 -0.97
H -3.53 -2.16 -1.58
H 4.14 -1.95 -0.89
H 0.40 3.74 0.97
H -0.87 2.95 1.67
*
```

**Kohn-Sham gap**: 9.0 eV
**Energy above the lowest of the compared OMol25 structures with the same formula, charge and spin**: 4.3945 eV
**Structure (SMILES)**: N[C@@H](Cc1c[nH]cn1)C(=O)N1CCC[C@H]1C(=O)O